1:
DFT (ωB97M-V with the def2-TZVPD basis set) results for a 2-piece molecular cluster, C6H14O overall.

Results
LUMO level = 1.00 eV
HOMO energy = -6.66 eV
Charge = 0
Orbital gap = 7.66 eV

The geometry in XYZ format:
```
21
C6H14O (ωB97M-V with the def2-TZVPD basis set)
C 1.319 -2.650 -0.966
H 0.328 -1.504 -2.850
C -0.824 0.831 1.015
H 1.880 -2.423 -0.052
C -0.376 -0.205 -1.262
H 0.535 2.058 2.156
H 0.284 -1.447 -0.889
H -1.901 0.802 0.806
H 1.039 0.871 -0.075
O -1.311 1.853 3.105
C -0.039 0.900 -0.299
C 0.624 -0.920 -1.984
H -1.133 2.605 3.681
C -0.544 2.012 1.926
H 0.562 -3.420 -0.775
H -0.806 2.948 1.405
H -0.216 1.885 -0.764
H -1.417 -0.428 -1.479
H -0.583 -0.096 1.550
H 2.001 -2.988 -1.750
H 1.638 -0.527 -2.019
```

***

2:
DFT (ωB97M-V with the def2-TZVPD basis set) results for a 2-piece molecular cluster, C6H14O overall.

Results
LUMO level = 0.89 eV
HOMO energy = -8.46 eV
Charge = 0
Structure (SMILES) = C/C(O)=C/C(C)C.[H][H]
Orbital gap = 9.35 eV

The geometry in XYZ format:
```
21
C6H14O (ωB97M-V with the def2-TZVPD basis set)
H -1.228 -0.263 -1.872
H 0.622 1.252 -1.225
C 0.748 0.175 -1.065
H -0.284 1.078 3.272
C -0.186 -0.560 -2.034
H 2.378 -1.262 -1.180
H -0.357 -0.645 2.859
C 2.210 -0.189 -1.339
H -1.803 0.365 2.695
H 0.077 -0.345 -3.077
C 0.378 -0.132 0.362
C -0.327 0.671 1.160
C -0.711 0.348 2.573
H -3.068 -1.278 0.541
H 0.694 -1.093 0.765
O -0.745 1.896 0.700
H -1.291 2.315 1.375
H 2.888 0.358 -0.675
H -2.356 -1.086 0.428
H -0.121 -1.645 -1.888
H 2.484 0.040 -2.375
```

***

Which one is the least stable? From the structures above, 1.